(1)
{
  "formula": "C23H37BN2O18",
  "method": "wB97M-V/def2-TZVPD",
  "relative_energy_kcal_mol": 229.30,
  "homo_lumo_gap_ev": 6.921,
  "homo_energy_ev": -8.70,
  "elements": ["H", "C", "H", "H", "O", "H", "H", "O", "O", "C", "C", "O", "O", "H", "H", "H", "C", "H", "H", "H", "O", "C", "C", "O", "O", "C", "O", "C", "O", "H", "H", "N", "H", "O", "O", "C", "C", "C", "O", "C", "H", "H", "H", "H", "H", "H", "C", "O", "H", "H", "H", "C", "C", "C", "C", "H", "O", "O", "H", "B", "H", "O", "H", "H", "H", "H", "H", "C", "C", "H", "H", "C", "H", "H", "H", "H", "N", "O", "C", "C", "C"],
  "xyz": [[-3.348, 2.550, -6.412], [0.740, 2.981, -7.198], [1.075, -1.776, -3.315], [1.459, 3.011, -9.742], [2.360, -4.335, 7.484], [-0.825, -3.582, -1.522], [-6.412, 1.012, -2.966], [3.388, -0.154, 5.332], [-0.534, -5.643, -1.547], [-5.506, 0.742, -2.413], [-1.099, 4.369, 3.348], [0.966, 0.930, -0.047], [-0.472, -7.033, -3.246], [2.866, 0.718, 2.698], [-0.604, -4.367, 0.053], [2.346, -5.661, 9.089], [2.100, -5.630, 8.023], [0.253, 1.887, -4.173], [-0.208, 3.262, -10.296], [1.815, 1.949, -5.013], [1.855, 1.664, -2.034], [-0.268, -4.358, -0.987], [1.342, 2.814, 4.783], [0.127, 2.348, -6.165], [0.802, -3.472, 8.935], [1.627, -3.340, 8.045], [-3.040, 1.188, -4.867], [-2.826, 0.889, 4.270], [1.028, -0.460, -1.746], [2.444, -0.649, -3.261], [0.675, 2.991, -0.022], [-0.247, 0.675, 5.200], [-5.704, -0.179, -1.859], [-4.590, 2.667, -4.035], [3.547, 1.270, 3.224], [1.336, 0.799, -1.346], [0.833, 2.426, -4.928], [-0.164, -5.773, -2.846], [1.971, -2.174, 7.444], [-1.626, 0.102, 5.037], [-2.003, 4.952, 2.846], [1.057, -5.916, 7.857], [0.896, 2.206, 1.553], [-0.425, -8.349, -4.815], [0.944, -7.221, -4.761], [1.628, -0.156, 7.385], [-1.377, 2.818, 3.899], [0.355, -4.909, -3.534], [0.934, 3.467, -4.606], [0.400, 6.261, 3.066], [-5.241, 1.525, -1.696], [1.274, -1.031, 7.936], [0.491, 3.447, -9.475], [-0.136, -7.316, -4.603], [1.364, -0.743, -3.103], [2.741, -6.347, 7.502], [-4.425, 0.494, -3.310], [1.801, 3.582, -7.143], [0.805, -4.146, -1.001], [3.145, 1.161, 4.641], [0.813, -0.085, -3.783], [2.512, 2.212, 5.461], [-3.868, 0.317, 4.171], [-1.738, 1.811, -6.319], [1.487, -0.878, 8.999], [-0.687, -6.657, -5.283], [-1.855, -0.981, 5.471], [1.232, 2.215, 0.513], [0.338, 5.158, 3.479], [2.613, 4.922, 4.305], [0.197, -1.133, 7.767], [-2.560, 2.220, -5.726], [2.516, -0.662, 5.176], [0.578, 4.529, -9.335], [2.305, 2.427, 0.499], [-2.177, 3.063, -5.141], [-2.756, 2.266, 3.671], [-0.033, 2.828, -8.302], [-4.071, 1.562, -4.067], [-0.134, 2.057, 4.620], [1.576, 4.366, 4.207]],
  "forces_ev_per_a": [[0.0046, 0.0882, 0.2937], [0.6660, 0.3078, 0.0507], [-0.0418, 0.1735, 0.3143], [-0.1092, 0.1976, 0.1582], [-0.4835, 0.8621, 0.3017], [0.2334, -0.1167, 0.0021], [0.2148, 0.1173, 0.1140], [-2.5374, 2.2076, -2.0690], [0.2319, -0.3160, -1.0560], [-0.3666, 0.0640, 0.3118], [2.9272, -0.1984, 1.0617], [0.2500, -0.3725, -1.0446], [0.1776, 0.9711, 0.4983], [1.8150, 1.1070, 1.0813], [-0.0128, -0.2850, -0.2628], [-0.2092, 0.0547, -0.1662], [-0.0626, -0.4726, 0.1764], [-0.0763, 0.1460, -0.3873], [-0.0290, -0.1173, 0.3740], [-0.1542, 0.2433, 0.0165], [-0.7594, -1.1783, 0.9559], [0.0902, 0.4978, 0.2244], [-0.6531, 3.7472, -1.8030], [1.1508, 0.6018, -1.1862], [1.1694, 0.1560, -1.2851], [-0.2758, 0.0390, 0.3196], [-1.0065, 0.0824, 0.9244], [1.7020, 1.6905, -0.1412], [0.1723, 1.0391, 0.5912], [-0.2098, 0.1492, 0.0029], [0.2185, -0.1271, 0.0218], [-5.4484, 1.9671, -2.5844], [0.2671, 0.0548, -0.2704], [0.7083, -1.6004, 0.0075], [-2.9382, -0.7444, 2.0283], [0.1388, 0.1573, -0.2191], [0.2910, 0.0320, 0.5815], [0.1516, 0.2788, -0.1902], [-0.1770, -1.1127, 0.3097], [1.3707, 3.1769, -1.2304], [2.1071, -1.5464, 1.2069], [0.1496, 0.1228, 0.1852], [-0.0497, -0.2271, -0.1941], [-0.0384, 0.1999, 0.3367], [-0.2244, 0.1473, -0.0076], [0.1023, -0.3721, -0.0323], [1.1250, 1.6534, -0.3636], [-0.7178, -1.1943, 0.9644], [0.1288, -0.2084, -0.1309], [0.0247, -2.6250, 1.0137], [-0.1138, -0.0242, -0.2403], [-0.2245, 0.5962, 0.2063], [0.1710, 0.2368, -0.4920], [0.1130, -0.1351, -0.5074], [0.1093, -0.2386, -0.5953], [-0.0223, 0.3865, -0.0542], [0.3557, 0.6567, -0.5806], [-1.6445, -0.9044, -0.1115], [-0.2166, 0.0349, -0.1423], [0.1729, -1.8019, 0.1622], [0.2373, -0.1269, 0.1765], [-2.0617, -0.7704, -3.4109], [2.5421, 1.5353, 0.1886], [-0.7195, -0.1183, 0.4518], [-0.1702, -0.1553, -0.1558], [0.2309, -0.0104, 0.1393], [0.7514, 2.6656, -1.0264], [0.1189, 0.5623, 0.2507], [-2.0798, -4.6285, 1.3936], [-2.3224, -1.5858, -0.0712], [0.1786, -0.0594, 0.1806], [0.0005, 0.1904, -0.6643], [1.9615, 0.9072, 0.6653], [0.1417, -0.2331, 0.0405], [-0.2059, 0.0371, -0.1326], [-0.2114, -0.0997, -0.1058], [4.8249, -4.4474, 3.6913], [0.3939, -0.0161, 0.9654], [-0.0599, 0.4324, -0.1416], [0.1404, -0.0451, 0.2640], [-3.3989, -2.3597, -0.1484]],
  "mulliken_charge": [0.414, 0.592, 0.100, 0.293, -0.293, 0.262, 0.291, -0.499, -0.302, -0.626, -0.451, -0.333, -0.326, 0.308, 0.254, 0.285, -0.621, 0.056, 0.220, 0.370, -0.568, -0.560, 0.493, -0.161, -0.554, 0.680, -0.277, -0.214, -0.269, 0.322, 0.361, -0.170, 0.215, -0.548, -0.500, 0.775, -0.677, 0.761, -0.157, -0.168, 0.288, 0.284, -0.101, 0.220, 0.286, 0.112, 0.526, -0.551, 0.425, 0.311, 0.291, -0.527, -0.658, -0.606, -0.150, 0.219, -0.286, -0.552, 0.270, 0.503, -0.069, -0.500, 0.296, 0.243, 0.328, 0.288, 0.310, -0.384, -0.364, 0.297, 0.259, -0.627, 0.298, 0.297, 0.338, 0.254, -0.528, -0.281, 0.713, 0.219, -0.471]
}

=====

(2)
{
  "formula": "BeF2H12O6",
  "method": "wB97M-V/def2-TZVPD",
  "relative_energy_kcal_mol": 17.87,
  "homo_lumo_gap_ev": 9.339,
  "homo_energy_ev": -10.25,
  "elements": ["H", "O", "H", "O", "H", "O", "H", "F", "Be", "H", "H", "H", "H", "H", "H", "H", "O", "O", "H", "F", "O"],
  "xyz": [[1.199, -1.453, -2.460], [0.432, -1.812, -1.927], [2.525, 0.023, 1.651], [1.804, -0.628, 1.770], [-1.647, -2.886, -0.045], [-1.037, 2.099, -1.024], [-1.766, 2.733, -0.897], [0.067, 1.984, 1.338], [-0.761, 1.126, 0.302], [2.295, -0.650, -0.559], [-0.828, -1.831, 0.535], [-0.514, 2.366, -1.807], [-2.649, 0.369, 1.577], [3.515, -0.036, -0.452], [-2.860, 1.910, 1.081], [0.247, -1.147, -1.264], [-1.419, -2.557, 0.844], [-2.336, 1.123, 1.042], [1.218, -0.540, 1.021], [-0.204, -0.302, 0.143], [2.720, 0.099, -0.878]],
  "forces_ev_per_a": [[-1.3622, -0.6129, 0.9679], [1.4957, 0.0937, -1.5735], [-0.9808, -0.4100, 0.1032], [1.5316, -0.0813, 0.6335], [-0.1840, -0.3560, 0.6209], [-0.6521, 0.5193, -1.0107], [0.6384, -0.2246, -0.3132], [-1.0229, -0.7184, -1.4477], [2.0832, 0.4503, 2.5734], [-1.9014, -2.2628, 0.6489], [-0.3613, -0.4491, 0.9356], [-0.2125, -0.3374, 0.8043], [0.0193, 0.6396, -0.2630], [3.2030, 0.1749, 1.1625], [-0.6325, 0.2898, 0.6751], [-0.0940, 0.4032, 0.2740], [0.2239, 0.5252, -1.3644], [0.5029, -1.3353, -0.6571], [-0.3432, 0.4703, 0.0203], [-0.8440, 1.1676, -0.6410], [-1.1070, 2.0539, -2.1491]],
  "mulliken_charge": [0.326, -0.687, 0.310, -0.616, 0.337, -0.305, 0.323, -0.394, 0.051, 0.305, 0.381, 0.386, 0.360, 0.253, 0.316, 0.339, -0.681, -0.341, 0.352, -0.408, -0.608]
}

=====

(3)
{
  "formula": "C5H9OP",
  "method": "wB97M-V/def2-TZVPD",
  "relative_energy_kcal_mol": 124.59,
  "homo_lumo_gap_ev": [8.411, 8.411],
  "homo_energy_ev": [-8.44, -8.44],
  "elements": ["H", "C", "H", "H", "H", "C", "H", "C", "H", "H", "C", "O", "C", "H", "H", "P"],
  "xyz": [[0.684, -0.032, 2.699], [-0.552, -1.410, -0.344], [0.758, 1.884, -1.334], [2.133, -0.340, 2.018], [0.862, -1.641, 1.964], [-0.119, 2.238, -0.933], [-1.228, 1.556, 0.794], [1.140, -0.624, 1.880], [-1.870, -2.062, -1.802], [-1.350, -0.316, -1.791], [-0.371, 1.405, 0.104], [2.233, -0.069, -1.152], [-1.332, -1.261, -1.438], [-0.806, 3.076, -1.043], [-0.729, -2.263, 0.184], [0.547, -0.141, 0.195]],
  "forces_ev_per_a": [[-0.5405, -0.3875, -0.5704], [-1.5010, 1.5292, -2.1871], [2.0485, 0.3392, -2.4372], [1.9964, -0.3201, -0.3771], [0.3329, -1.1517, 0.4238], [-2.1147, -1.0804, 3.4790], [0.5700, -0.2329, -0.4430], [-2.2895, 1.9777, -0.2479], [-1.3287, -1.2758, -0.7806], [-0.2798, 2.6649, -2.1298], [-0.9520, 0.5717, -0.0266], [-4.7481, 0.0014, 3.7131], [2.3267, -0.7396, 3.3949], [0.7688, 0.0319, -0.6188], [0.4602, -2.5003, 1.5527], [5.2508, 0.5724, -2.7450]],
  "mulliken_charge": [0.369, -0.221, 0.436, 0.333, 0.346, -0.592, 0.303, -1.092, 0.286, 0.329, -0.363, -0.704, -0.761, 0.255, 0.367, 0.709]
}

=====

(4)
{
  "formula": "CdN3O9Pb2",
  "method": "wB97M-V/def2-TZVPD",
  "total_charge": 3,
  "homo_lumo_gap_ev": 3.667,
  "homo_energy_ev": -17.82,
  "elements": ["Cd", "O", "O", "O", "O", "O", "O", "O", "N", "N", "Pb", "O", "O", "Pb", "N"],
  "xyz": [[0.555, 2.385, 1.625], [0.536, 2.082, -1.107], [-0.249, -1.611, -2.573], [-0.541, -3.101, -1.083], [0.439, 3.812, 0.184], [0.996, -1.899, 0.957], [0.650, 0.221, 0.938], [-1.316, -1.017, -0.850], [-0.749, -1.985, -1.536], [0.324, -0.914, 1.335], [-3.206, -0.638, 0.913], [0.223, 4.044, -1.945], [-0.690, -1.090, 2.048], [2.656, -3.598, 2.128], [0.372, 3.309, -1.035]],
  "forces_ev_per_a": [[0.2687, -0.1457, -1.3677], [-0.2875, -0.1400, 0.5686], [-0.8190, 0.0508, 0.1926], [-1.2648, 0.1380, 1.1019], [-0.3086, 1.6462, 1.5339], [1.2419, -0.7808, 0.8374], [0.1981, -0.4696, 0.6064], [-2.7364, 0.8796, 2.5976], [2.8439, -0.5019, -2.0622], [-0.9685, 0.4363, 0.4202], [2.0078, -0.9570, -1.8850], [-0.1952, 0.4980, 0.2880], [0.2502, 0.3144, -0.4283], [-0.8744, 0.6077, -0.9476], [0.6437, -1.5760, -1.4558]],
  "mulliken_charge": [1.191, -0.643, -0.435, -0.583, -0.676, -0.569, -0.440, -0.562, 0.918, 1.191, 1.584, -0.433, -0.714, 1.813, 1.358]
}

=====

| no. | electronic energy (a.u.) |
| --- | --- |
| 1 | -2387.00822 |
| 2 | -673.27800 |
| 3 | -612.29835 |
| 4 | -1393.19710 |